(1)
# C39H40Ge2I2KN4O2S

C39H40Ge2I2KN4O2S as an isolated structure (ωB97M-V/def2-TZVPD, OMol25).

```
91
Properties=species:S:1:pos:R:3:forces:R:3:lowdin_spin:R:1
K -1.45491 -0.63127 1.25052 -0.036 0.036 0.074 0.01
C -2.58205 0.34183 -2.17176 -0.003 -0.008 0.015 0.00
C -1.22840 0.97235 -2.41133 0.003 -0.010 0.003 0.05
C -0.70299 0.81258 -3.76355 -0.001 0.003 -0.003 0.01
C 0.37547 1.38624 -4.29917 -0.018 0.008 -0.011 0.00
C 1.27678 2.30131 -3.54818 -0.011 0.002 -0.013 0.00
C 0.63444 2.50633 -1.47963 0.015 -0.009 -0.004 0.00
C 0.96284 3.13973 -0.14286 0.005 0.009 0.001 0.00
C -0.67106 1.69284 -1.40065 -0.032 0.031 -0.003 0.03
N -1.34096 1.70316 -0.17980 0.017 0.002 -0.029 0.00
C -2.05640 2.77670 0.09223 -0.019 -0.016 -0.007 0.00
O -2.16289 3.81566 -0.60017 0.001 0.003 0.002 0.00
C -2.84096 2.72540 1.39722 -0.007 0.005 0.003 0.00
C -3.44717 3.88998 1.85419 0.004 -0.006 0.001 0.00
C -4.17652 3.83697 3.03035 -0.005 0.003 -0.002 0.00
C -4.29551 2.63068 3.69890 -0.001 -0.006 -0.001 0.00
C -3.66710 1.50803 3.16925 0.004 -0.004 -0.001 0.00
N -2.94724 1.56701 2.04871 0.034 -0.013 -0.023 0.00
C -3.82328 0.17314 3.90050 0.005 0.015 -0.004 0.00
O -4.51209 0.18595 4.94324 0.007 -0.002 0.003 0.00
N -3.21792 -0.84528 3.31978 0.032 -0.026 -0.021 0.00
C -3.27220 -2.09705 3.94049 -0.027 0.002 0.022 0.00
C -2.58793 -2.36116 5.14039 -0.003 -0.006 -0.005 0.00
C -1.84293 -1.25728 5.83193 0.003 0.002 -0.011 0.00
C -2.58663 -3.65069 5.65663 0.001 0.003 0.003 0.00
C -3.24956 -4.68649 5.01529 0.000 -0.001 -0.002 0.00
C -3.91968 -4.42520 3.82976 0.000 0.005 -0.003 0.00
C -3.93467 -3.14793 3.28353 0.003 -0.004 0.007 0.00
C -4.66073 -2.87241 1.99571 0.000 0.002 -0.004 0.00
H -2.87744 -0.27885 -3.01914 -0.001 -0.002 0.001 0.00
H -3.34826 1.10653 -2.01846 -0.002 0.002 -0.002 0.00
H -2.60129 -0.28441 -1.27874 0.023 -0.022 -0.003 0.00
H -1.26954 0.13662 -4.39720 0.001 0.000 0.000 0.00
H 0.65090 1.13719 -5.31806 -0.004 0.001 0.003 0.00
H 2.07437 2.66935 -4.19468 -0.001 0.003 -0.001 0.00
H 1.90133 3.68599 -0.18981 0.005 0.001 -0.002 0.00
H 1.04761 2.36835 0.62510 0.000 0.004 0.002 0.00
H 0.17279 3.82977 0.15035 0.003 -0.005 -0.004 0.00
H -3.33048 4.79081 1.26898 -0.001 0.001 0.000 0.00
H -4.65504 4.72950 3.41950 -0.002 -0.001 -0.001 0.00
H -4.85818 2.51171 4.61363 0.000 0.000 0.000 0.00
H -1.15557 -0.76613 5.13839 -0.001 0.001 0.002 0.00
H -1.26448 -1.64757 6.67096 -0.001 0.001 0.000 0.00
H -2.53910 -0.49590 6.18940 -0.002 0.000 0.001 0.00
H -2.03905 -3.84534 6.57333 -0.001 -0.001 -0.001 0.00
H -3.22976 -5.68909 5.42618 0.000 -0.001 0.000 0.00
H -4.43585 -5.22614 3.30963 -0.002 0.000 0.000 0.00
H -5.19970 -3.75967 1.65851 -0.004 0.000 0.002 0.00
H -3.97068 -2.57909 1.19959 0.005 0.000 0.006 0.00
H -5.36567 -2.04763 2.11170 0.001 -0.001 0.000 0.00
I -0.34321 -3.76215 -0.50287 0.019 -0.002 -0.104 0.02
I -1.15060 -4.86727 -2.93261 -0.012 -0.002 0.037 0.00
C 5.24014 -0.27891 -0.49077 0.000 0.005 -0.001 0.04
Ge 3.39744 -0.90453 -0.10117 -0.002 0.001 0.020 0.09
C 3.55624 -2.85589 -0.06586 0.004 -0.004 -0.007 0.00
C 2.90756 -0.17319 1.64697 -0.007 0.005 0.002 0.00
Ge 1.81909 -0.24439 -1.86429 -0.008 0.002 0.002 0.48
C 2.51774 -1.12126 -3.48335 0.010 0.013 0.003 0.08
C 2.30734 -2.48529 -3.69309 0.004 -0.002 0.006 0.02
C 2.80359 -3.12100 -4.82355 -0.001 0.002 0.004 0.00
C 3.52708 -2.40229 -5.76552 -0.004 0.000 -0.002 0.02
C 3.74708 -1.04437 -5.57195 0.000 0.002 0.002 0.00
C 3.24312 -0.41149 -4.44358 0.000 -0.007 -0.005 0.02
C 1.81274 1.72417 -2.18743 0.038 -0.004 0.024 0.07
C 0.55844 3.42642 -2.74580 -0.009 -0.006 -0.007 0.00
C 1.38039 4.67183 -2.67553 0.007 0.003 -0.003 0.00
C 2.69468 4.72820 -2.43629 -0.001 -0.010 -0.003 0.00
C 3.55415 3.58938 -2.10473 -0.002 -0.002 0.001 0.00
C 3.17714 2.31382 -1.94110 0.000 0.015 0.000 0.02
H 5.93837 -0.90279 0.07261 0.001 0.002 0.003 0.01
H 5.38396 0.75864 -0.18680 -0.002 0.004 -0.003 0.00
H 5.47568 -0.37150 -1.55244 -0.001 -0.005 0.001 0.00
H 4.30654 -3.13718 0.67587 -0.003 -0.002 0.007 0.00
H 3.87415 -3.21809 -1.04539 0.001 0.004 0.000 0.00
H 2.61449 -3.33003 0.19810 0.011 -0.002 -0.001 0.00
H 3.62306 -0.49809 2.40410 -0.004 -0.002 0.004 0.00
H 1.92102 -0.52448 1.94609 0.017 0.008 -0.002 0.00
H 2.90095 0.91736 1.60815 0.005 0.004 -0.006 0.00
H 1.73242 -3.05885 -2.97308 0.007 0.002 -0.004 0.00
H 2.61389 -4.17771 -4.96963 -0.003 -0.001 0.002 0.00
H 3.91296 -2.89607 -6.64970 0.001 -0.001 0.000 0.00
H 4.30884 -0.47550 -6.30440 0.001 0.001 0.000 0.00
H 3.41615 0.65191 -4.31132 0.003 -0.006 0.003 0.00
H -0.46119 3.65080 -3.05253 0.000 0.002 -0.001 0.00
H 0.85514 5.60643 -2.84351 0.001 0.001 0.001 0.00
H 3.17331 5.70238 -2.43458 0.000 0.001 0.001 0.00
H 4.59923 3.82200 -1.92245 -0.001 0.002 -0.001 0.00
H 3.96130 1.62646 -1.64470 0.011 -0.016 0.006 0.01
S 1.86326 -3.45427 3.81597 0.018 -0.009 -0.014 0.00
C 1.02459 -3.06796 2.48987 0.033 -0.041 -0.019 0.00
N 0.43709 -2.74238 1.52163 -0.121 0.046 0.067 0.00
```
Forces are in eV/Å.

Computed properties:
LUMO (alpha / beta) = 3.46 / 3.46 eV
multiplicity = 2
total energy = -7627.11514 hartree
total charge = -2
expectation value of S² = 0.75

***

(2)
# C39H41BrCoN6O3S3

C39H41BrCoN6O3S3 as an isolated structure (ωB97M-V/def2-TZVPD, OMol25).

```
94
Properties=species:S:1:pos:R:3:forces:R:3:lowdin_spin:R:1
Co 0.69835 -0.28301 0.56633 -0.131 -0.125 0.048 0.98
O 2.59952 -0.01171 0.75125 0.084 0.098 0.086 0.00
S 3.83647 -0.39396 -0.05362 -0.018 -0.032 -0.035 0.00
C 4.08329 -2.16516 0.15823 0.024 -0.056 -0.020 0.00
C 4.45829 -2.49724 1.60039 0.003 0.018 -0.028 0.00
C 3.28607 -2.58013 2.57724 -0.007 0.013 -0.008 0.00
C 2.40888 -3.82069 2.41327 0.043 -0.038 -0.049 0.00
S 0.88736 -3.59894 1.40485 -0.166 -0.022 0.166 0.00
O 0.93153 -2.22791 0.75136 0.337 0.009 -0.155 0.00
C 1.19927 -4.73303 0.07051 -0.056 0.002 -0.061 0.00
C 1.36137 -4.27366 -1.22643 0.063 0.020 -0.002 0.00
C 1.54345 -5.19867 -2.24744 0.010 0.021 0.001 0.00
C 1.54723 -6.55632 -1.96459 0.003 -0.017 0.009 0.00
C 1.36876 -7.00142 -0.65939 0.014 -0.014 -0.010 0.00
C 1.18513 -6.09073 0.36794 -0.043 -0.016 0.022 0.00
C 3.41066 -0.37884 -1.78061 -0.012 0.023 -0.045 0.00
C 4.47074 -0.30889 -2.67550 0.002 0.024 -0.001 0.00
C 4.20688 -0.29367 -4.03774 0.015 -0.001 -0.004 0.00
C 2.89657 -0.31822 -4.49455 0.010 0.005 -0.017 0.00
C 1.84045 -0.36401 -3.59323 -0.039 0.000 -0.032 0.00
C 2.09926 -0.40350 -2.23276 0.167 -0.015 -0.068 0.01
H 4.90274 -2.39803 -0.52761 -0.010 0.026 0.022 0.00
H 3.18720 -2.67385 -0.19553 0.021 -0.013 0.018 0.00
H 5.17271 -1.75487 1.96688 -0.005 -0.005 -0.017 0.00
H 4.99722 -3.44702 1.59472 -0.018 -0.015 0.022 0.00
H 2.68045 -1.67695 2.51093 -0.018 0.025 0.040 0.00
H 3.68477 -2.60485 3.59171 0.030 -0.029 -0.010 0.00
H 2.02245 -4.14249 3.37997 -0.037 0.006 -0.014 0.00
H 2.94853 -4.65795 1.97025 0.035 0.018 0.026 0.00
H 1.36664 -3.21058 -1.43389 -0.048 -0.027 -0.018 0.00
H 1.68148 -4.85438 -3.26431 -0.005 -0.005 0.019 0.00
H 1.68513 -7.27428 -2.76242 -0.005 0.020 0.016 0.00
H 1.36278 -8.06109 -0.44223 0.001 0.013 -0.005 0.00
H 1.02159 -6.44143 1.38152 -0.004 0.025 -0.022 0.00
H 5.49260 -0.25047 -2.31683 -0.026 -0.002 -0.005 0.00
H 5.02717 -0.23964 -4.74104 -0.015 -0.002 0.014 0.00
H 2.69587 -0.28300 -5.55726 0.002 -0.003 0.021 0.00
H 0.81724 -0.35022 -3.94758 0.021 -0.003 0.028 0.00
H 1.26219 -0.42809 -1.54914 -0.177 -0.022 0.100 0.01
C 0.05338 1.97140 2.96706 0.028 0.002 -0.002 0.00
C 0.39712 2.41450 1.58861 -0.166 -0.034 -0.107 0.00
N 0.58460 1.62905 0.53512 0.149 0.145 0.027 -0.01
C 0.93901 2.44393 -0.52467 -0.075 -0.019 0.045 0.00
C 0.92408 3.72944 -0.10770 -0.007 0.042 0.047 0.00
N 0.57138 3.69556 1.22556 0.065 0.029 0.028 0.00
C 0.45162 4.87802 2.09432 0.019 -0.040 -0.106 0.00
N -0.03788 5.98166 1.35167 0.036 0.072 0.074 0.00
N 0.83484 6.95916 0.94826 -0.175 -0.019 -0.101 0.00
N 0.21735 7.78496 0.20958 -0.008 -0.063 0.019 0.00
C -1.10103 7.37370 0.07930 0.070 0.099 -0.041 0.00
C -2.16198 7.94553 -0.62674 -0.014 0.015 -0.008 0.00
C -3.37265 7.29429 -0.56933 0.005 0.008 -0.005 0.00
C -3.53376 6.10436 0.17073 -0.038 -0.001 -0.013 0.00
C -2.49495 5.52961 0.87017 0.043 0.013 0.015 0.00
C -1.27208 6.20283 0.80760 0.004 -0.072 0.050 0.00
H 0.03394 0.88285 3.01273 0.086 0.071 0.020 0.00
H -0.92628 2.34111 3.27763 0.004 -0.006 0.004 0.00
H 0.79075 2.31531 3.69303 -0.002 0.011 -0.010 0.00
H 1.11708 2.06137 -1.51233 0.013 -0.026 -0.004 0.00
H 1.11436 4.65390 -0.62710 0.004 -0.038 0.030 0.00
H 1.42937 5.15360 2.48234 0.034 0.034 0.025 0.00
H -0.21683 4.63357 2.91724 -0.030 -0.037 0.021 0.00
H -2.02755 8.86214 -1.18525 0.000 -0.024 0.016 0.00
H -4.22621 7.70253 -1.09366 0.017 -0.009 0.011 0.00
H -4.51247 5.64074 0.19800 0.024 0.005 0.001 0.00
H -2.62918 4.62322 1.44795 -0.005 0.011 -0.007 0.00
C -3.83096 2.09345 -1.29677 -0.042 0.003 -0.056 0.00
S -2.11880 1.78553 -0.86405 0.020 0.034 0.014 0.00
O -1.38750 1.51725 -2.13179 0.098 0.017 0.035 0.00
C -2.42448 0.14125 -0.18027 -0.041 -0.029 -0.010 0.00
C -2.69054 -0.92231 -1.24930 0.015 -0.019 0.041 0.00
C -3.68268 -2.02918 -0.81149 0.004 0.012 0.030 0.00
C -4.74078 -1.60422 0.15422 -0.004 -0.030 0.010 0.00
C -4.52062 -0.65288 1.05501 -0.009 0.007 0.011 0.00
C -3.19164 0.02699 1.14696 0.028 -0.023 -0.018 0.00
H -4.18400 1.31875 -1.97684 -0.009 0.017 0.022 0.00
H -3.83888 3.05878 -1.80205 -0.007 -0.013 0.020 0.00
H -4.44658 2.14258 -0.39750 0.028 -0.001 -0.012 0.00
H -2.71116 -0.56407 -2.27372 -0.008 -0.014 0.005 0.00
H -4.12058 -2.54790 -1.65992 0.004 -0.004 -0.019 0.00
H -5.70257 -2.10244 0.11516 0.037 0.017 -0.001 0.00
H -5.29431 -0.36565 1.75667 0.025 0.002 -0.024 0.00
H -3.26533 0.98145 1.67060 0.004 -0.001 0.014 0.00
Br -2.75049 -4.95446 1.70909 -0.003 -0.020 0.002 0.00
C -2.43645 -3.16944 1.21013 -0.017 0.030 -0.025 0.00
C -2.44769 -2.85444 -0.24090 0.006 -0.002 0.000 0.00
C -1.50428 -1.70888 -0.67167 -0.078 -0.014 0.014 0.00
N -1.22710 -0.64094 0.36925 -0.094 -0.065 -0.037 -0.01
C -1.97936 -0.82043 1.68892 -0.028 0.018 -0.011 0.00
C -2.22072 -2.22639 2.11547 0.036 0.021 0.042 0.00
H -2.26601 -3.74562 -0.83822 -0.010 0.003 0.004 0.00
H -0.61692 -1.98649 -1.22991 0.016 0.018 -0.021 0.00
H -1.44550 -0.28495 2.47321 -0.100 -0.042 -0.067 0.00
H -2.22843 -2.44474 3.17593 0.004 0.005 -0.027 0.00
```
Forces are in eV/Å.

Computed properties:
LUMO (alpha / beta) = -5.12 / -5.36 eV
multiplicity = 2
ΔE to the lowest compared entry with this formula, charge and spin = 82.3 kcal/mol
total energy = -7215.73040 hartree
total charge = +2
expectation value of S² = 0.76

***

(3)
# C39H41FN3O2Pt

C39H41FN3O2Pt as an isolated structure in a non-equilibrium geometry (ωB97M-V/def2-TZVPD, OMol25).

```
87
Properties=species:S:1:pos:R:3:forces:R:3:mulliken_charge:R:1
Pt 1.19364 0.58557 -1.14382 0.168 -0.126 1.356 0.88
C 0.45254 5.46756 -2.44886 -0.006 -0.064 0.094 -1.57
C -0.39829 4.78432 -1.37058 -0.023 0.229 -0.070 0.78
C -1.07196 5.83274 -0.48162 0.021 -0.091 0.016 -1.51
C -1.39527 3.83555 -2.01566 0.173 -0.091 -0.011 0.84
C -2.38797 4.37689 -2.82117 -0.053 0.054 0.016 -0.12
C -3.26048 3.56956 -3.52599 0.013 -0.092 -0.053 -1.60
C -3.10580 2.19708 -3.44303 0.025 0.088 0.011 -0.80
C -2.14461 1.60351 -2.62670 -0.091 -0.009 0.025 1.00
C -2.12928 0.08656 -2.59375 0.235 0.047 0.171 0.51
C -0.84546 -0.45804 -3.22027 -0.060 0.045 -0.090 -1.48
C -2.40774 -0.44687 -1.18614 -0.014 -0.099 -0.080 -0.93
C -1.28387 2.43229 -1.86994 -0.198 0.089 0.055 -0.73
N -0.33182 1.94642 -0.93296 0.381 -0.187 0.169 -0.67
C -0.56053 2.35452 0.39467 -0.565 -0.009 -0.002 1.59
C -1.86459 2.53376 0.88500 0.180 -0.168 -0.003 -0.61
C -2.11545 2.84960 2.21065 -0.166 0.010 -0.009 -0.96
C -1.07113 3.03369 3.10264 0.052 -0.031 -0.021 -0.66
C 0.23120 2.90636 2.64124 -0.026 0.047 0.020 -0.72
C 0.46168 2.57447 1.32588 0.046 0.143 -0.221 0.16
F 1.74708 2.52184 0.91769 0.032 0.008 0.049 -0.45
H 1.14325 6.17414 -1.98158 0.023 -0.004 -0.051 0.44
H -0.17274 6.01468 -3.15833 0.021 0.007 0.003 0.28
H 1.03679 4.72961 -3.00149 -0.026 0.025 -0.036 0.37
H 0.28473 4.21670 -0.74589 0.007 -0.039 -0.033 0.08
H -1.73974 6.47600 -1.06038 -0.010 -0.004 0.025 0.33
H -0.31414 6.46897 -0.01816 -0.021 0.008 0.011 0.42
H -1.64864 5.35422 0.31208 -0.013 0.022 -0.014 0.28
H -2.48299 5.45482 -2.90001 0.058 -0.013 -0.002 0.37
H -4.04326 3.99514 -4.14213 0.027 0.030 -0.005 0.34
H -3.76778 1.55375 -4.01258 0.008 -0.027 0.033 0.37
H -2.95260 -0.25362 -3.22909 -0.068 0.094 0.001 0.60
H 0.04557 -0.06614 -2.68996 -0.356 -0.343 -0.522 -0.01
H -0.77358 -0.14403 -4.26464 -0.013 -0.009 0.000 0.41
H -0.79670 -1.54531 -3.17250 0.009 -0.002 0.012 0.42
H -1.64787 -0.11951 -0.47998 -0.024 0.007 0.016 -0.31
H -2.42694 -1.53976 -1.18428 0.021 0.018 -0.008 0.55
H -3.37821 -0.09281 -0.82777 0.010 -0.008 0.010 0.43
H -2.68528 2.37925 0.19538 -0.030 0.023 0.042 0.48
H -3.14260 2.94526 2.54436 0.020 0.007 0.006 0.44
H -1.26006 3.26818 4.14198 -0.005 0.027 -0.003 0.37
H 1.08424 3.06376 3.28839 0.003 -0.043 -0.011 0.46
C 5.40677 -2.09667 0.06813 0.014 -0.007 -0.030 -1.57
C 5.31042 -1.46964 -1.33117 -0.050 0.028 -0.022 2.33
C 6.57069 -0.64287 -1.61120 0.013 -0.040 0.013 -1.69
C 5.18081 -2.58631 -2.37788 0.029 -0.013 0.039 -1.55
C 4.09954 -0.63404 -1.37790 0.150 0.210 -0.157 -0.03
C 3.04836 -0.03062 -1.40973 -0.555 -0.808 0.413 -1.06
H 6.27985 -2.75384 0.13436 -0.006 0.008 0.002 0.40
H 4.50819 -2.67809 0.27865 0.018 -0.009 0.010 0.32
H 5.49002 -1.31929 0.82900 0.003 -0.008 -0.005 0.38
H 7.45669 -1.28510 -1.58252 -0.001 0.010 0.005 0.36
H 6.68711 0.14343 -0.86369 -0.009 0.010 -0.024 0.37
H 6.51347 -0.17725 -2.59622 -0.013 0.015 0.016 0.39
H 6.02539 -3.27938 -2.30402 0.001 0.013 -0.008 0.38
H 5.16043 -2.16571 -3.38449 -0.021 -0.001 0.008 0.39
H 4.25238 -3.13660 -2.22161 0.009 -0.003 -0.020 0.32
O 0.88781 -2.72962 -1.75974 -0.004 0.029 0.084 -0.66
C 0.47605 -2.39013 -0.67216 -0.109 -0.335 -0.141 -0.54
N -0.35165 -3.17425 0.11589 -0.054 0.106 0.211 0.09
C -0.55655 -2.59810 1.43216 0.054 0.051 -0.140 3.25
C 0.19228 -1.23853 1.23292 -0.020 0.167 0.288 -0.53
O 0.27172 -0.37799 2.09124 -0.020 -0.028 -0.105 -0.59
N 0.69814 -1.19643 -0.01210 0.625 0.992 -1.310 0.22
C -2.04600 -2.35483 1.71321 -0.049 0.088 -0.058 -0.93
C -2.49359 -1.26056 2.44757 -0.003 0.029 0.047 0.16
C -3.85346 -1.04745 2.63431 -0.013 -0.075 0.004 -0.88
C -4.78483 -1.93045 2.10878 0.017 0.031 -0.023 -0.45
C -4.34462 -3.03408 1.39180 0.016 -0.022 0.041 -0.94
C -2.98745 -3.23888 1.19451 0.002 -0.057 0.040 -0.08
C 0.06850 -3.43762 2.54922 0.174 0.026 -0.013 -0.43
C 0.12938 -4.82428 2.43512 -0.022 0.017 0.012 -0.19
C 0.76493 -5.59408 3.39852 -0.041 0.006 0.019 -1.01
C 1.33574 -4.98857 4.50808 -0.014 -0.003 -0.023 -0.40
C 1.24425 -3.61194 4.65100 -0.031 -0.042 0.008 -1.03
C 0.61187 -2.84175 3.68467 0.007 0.019 0.013 -0.10
H -0.39574 -4.15730 -0.07839 0.095 -0.007 -0.018 0.28
H -1.78002 -0.54872 2.83949 0.010 -0.021 -0.010 0.45
H -4.18363 -0.17717 3.18844 0.020 0.007 -0.014 0.40
H -5.84482 -1.75142 2.24059 0.002 -0.019 0.024 0.40
H -5.05895 -3.73569 0.97854 0.004 0.014 -0.024 0.38
H -2.66340 -4.09113 0.60969 0.004 0.028 -0.019 0.28
H -0.31877 -5.32728 1.58673 0.045 0.005 -0.017 0.24
H 0.82062 -6.66863 3.27433 -0.015 0.005 0.007 0.38
H 1.85130 -5.58507 5.25042 -0.020 0.005 0.010 0.39
H 1.68105 -3.13049 5.51751 -0.007 0.022 -0.023 0.41
H 0.56637 -1.76625 3.78727 0.004 -0.012 -0.008 0.58
```
Forces are in eV/Å.

Computed properties:
LUMO (alpha / beta) = 2.21 / 2.21 eV
ΔE to the lowest compared entry with this formula, charge and spin = 36.6 kcal/mol
total energy = -2044.71105 hartree
total charge = -1